Run 1
11
Properties=species:S:1:pos:R:3:lowdin_charge:R:1 method="wB97M-V/def2-TZVPD" multiplicity=1 smiles="[H]/N=c1/cnncnn1" homo_lumo_gap_ev=8.6 total_charge=0 homo_energy_ev=-9.659
H 2.4091 -0.9841 0.5521 0.14
N 2.1663 0.1125 0.5217 0.19
C 1.0671 0.1447 0.0056 -0.58
C 0.2307 1.2282 -0.3519 -0.09
N -1.0579 1.2989 -0.3546 -0.01
N -1.8576 0.5269 0.3023 0.03
C -1.5124 -0.7847 0.3932 -0.11
N -0.5018 -1.4064 -0.4544 0.07
N 0.5326 -0.8077 -0.8002 0.07
H 0.7805 2.2561 -0.5533 0.16
H -2.2566 -1.5843 0.7394 0.12

---

Run 2
11
Properties=species:S:1:pos:R:3:lowdin_charge:R:1 method="wB97M-V/def2-TZVPD" multiplicity=1 smiles=c1cn2nn[nH]c2n1 homo_lumo_gap_ev=9.9 total_charge=0 homo_energy_ev=-8.999
C 1.7567 -0.0987 0.0055 -0.15
C 1.0615 1.0841 -0.0023 -0.05
N -0.2610 0.6596 -0.0308 -0.07
N -1.5157 1.1497 -0.0097 0.06
N -2.3199 0.1453 0.0144 0.02
N -1.5787 -1.0047 0.0078 0.10
C -0.2461 -0.7033 -0.0144 -0.37
N 0.9537 -1.2264 0.0012 0.10
H 2.8341 -0.2409 -0.0137 0.10
H 1.3392 2.1334 0.0759 0.11
H -2.0237 -1.8980 -0.0338 0.15

---

Run 3
11
Properties=species:S:1:pos:R:3:lowdin_charge:R:1 method="wB97M-V/def2-TZVPD" multiplicity=1 smiles="[H]/N=c1/cnncnn1" homo_lumo_gap_ev=8.2 total_charge=0 homo_energy_ev=-9.756
H -2.5622 -0.8201 0.8771 0.08
N -2.1328 0.0841 0.6053 0.18
C -1.0811 0.0107 -0.0886 -0.43
C -0.3294 1.2341 -0.4311 -0.11
N 0.9117 1.4415 -0.3624 0.06
N 1.6346 0.6402 0.5294 0.05
C 1.6358 -0.6495 0.3440 -0.19
N 0.7783 -1.4158 -0.4304 0.05
N -0.4666 -1.1693 -0.6072 0.10
H -0.8597 1.8435 -1.1812 0.12
H 2.4713 -1.1994 0.7451 0.10

---

Run 4
11
Properties=species:S:1:pos:R:3:lowdin_charge:R:1 method="wB97M-V/def2-TZVPD" multiplicity=1 homo_lumo_gap_ev=8.9 total_charge=0 homo_energy_ev=-9.783
H 2.1230 -0.5383 1.8204 0.03
N 1.9492 -0.6368 0.8563 0.19
C 0.6957 -0.7917 0.4861 -0.38
C -0.6587 -0.6151 1.0102 -0.12
N -1.4250 0.3843 0.7430 0.02
N -0.8924 1.5479 0.0931 0.07
C -0.2106 1.1752 -1.0060 -0.18
N -0.0184 -0.0880 -1.4894 0.04
N 0.4203 -1.0249 -0.8753 0.09
H -1.3048 -1.3602 1.5929 0.14
H -0.0120 2.0101 -1.6486 0.10

---

Stability ranking, top entry: run 2; the second entry is 0.0925 hartree less favorable.

---

Run 1
57
Properties=species:S:1:pos:R:3:lowdin_charge:R:1 method="wB97M-V/def2-TZVPD" multiplicity=1 smiles=CC(C)O.CC(C)O.CC(C)O.CO.CO.O.O.O homo_lumo_gap_ev=10.0 total_charge=0 homo_energy_ev=-9.759
C -5.3328 -3.1921 5.1232 -0.07
C -4.6014 -4.0740 6.1122 -0.51
C -3.0445 -4.0272 6.0197 -0.05
O -4.9514 -3.5147 7.3182 -0.06
H -5.2550 -3.6733 4.1482 0.07
H -4.8448 -2.2232 5.0170 0.08
H -6.3957 -3.0154 5.2879 0.08
H -4.9749 -5.0968 6.0625 0.14
H -2.6433 -3.0159 5.9542 0.08
H -2.7272 -4.4602 5.0711 0.07
H -2.6191 -4.6529 6.8044 0.08
H -4.5249 -2.6554 7.3548 0.09
C 4.6571 6.8059 -0.6883 -0.06
C 5.2635 5.9878 -1.7800 -0.54
C 6.6050 5.4049 -1.3966 -0.06
O 4.3754 4.9620 -2.1603 -0.05
H 3.6675 7.1614 -0.9752 0.08
H 5.3230 7.6454 -0.4887 0.09
H 4.4647 6.1694 0.1754 0.09
H 5.2631 6.6312 -2.6598 0.13
H 6.4658 4.6059 -0.6684 0.09
H 7.4392 6.0661 -1.1622 0.08
H 6.9830 4.9081 -2.2901 0.07
H 4.8568 4.2004 -2.4916 0.08
C 3.4800 -4.7608 -1.3531 -0.05
C 2.4936 -5.7927 -1.9762 -0.50
C 1.1190 -5.2723 -1.9169 -0.08
O 2.8022 -5.7798 -3.3651 -0.07
H 3.1564 -4.3879 -0.3813 0.07
H 3.6531 -3.9100 -2.0120 0.08
H 4.4185 -5.2763 -1.1493 0.07
H 2.5376 -6.8327 -1.6527 0.14
H 0.8579 -5.0515 -0.8819 0.08
H 0.4715 -6.0480 -2.3257 0.09
H 0.9854 -4.3149 -2.4207 0.09
H 3.6998 -6.0990 -3.4831 0.08
C -0.5056 3.6386 -6.7426 -0.16
O -0.4090 4.4951 -5.6008 -0.13
H -1.4822 3.7274 -7.2185 0.08
H 0.3163 3.9109 -7.4047 0.08
H -0.5473 2.5901 -6.4477 0.07
H 0.4397 4.4237 -5.1578 0.07
C -0.0549 1.1227 0.5678 -0.14
O 0.2156 2.5465 0.6679 -0.14
H -0.5736 0.7302 1.4425 0.07
H -0.7646 0.9619 -0.2437 0.07
H 0.8632 0.5739 0.3582 0.07
H 0.8246 2.7780 -0.0371 0.06
O -6.0733 0.8597 -0.3467 -0.05
H -6.8467 1.1236 0.1517 0.03
H -5.7521 1.6717 -0.7389 0.03
O -5.2812 -3.6847 -1.8475 -0.05
H -4.9923 -3.6147 -2.7573 0.03
H -5.3700 -2.7781 -1.5535 0.03
O -2.4140 3.6502 4.3890 -0.05
H -3.0196 4.2756 3.9912 0.03
H -1.6973 3.5761 3.7590 0.02

---

Run 2
57
Properties=species:S:1:pos:R:3:lowdin_charge:R:1 method="wB97M-V/def2-TZVPD" multiplicity=1 smiles=CC(C)O.CC(C)O.CO.CO.CO.CO.CO.O homo_lumo_gap_ev=10.3 total_charge=0 homo_energy_ev=-9.894
C -9.2541 -15.0787 -13.8989 -0.05
C -8.3579 -15.6864 -12.8531 -0.45
C -8.5230 -17.1902 -12.7621 -0.05
O -6.9877 -15.3716 -13.2598 -0.08
H -9.0108 -15.4993 -14.8758 0.08
H -9.1282 -13.9935 -13.9068 0.08
H -10.3020 -15.2756 -13.6757 0.09
H -8.5139 -15.2326 -11.8703 0.14
H -7.9300 -17.6201 -11.9548 0.08
H -8.2399 -17.6414 -13.7152 0.08
H -9.5709 -17.4499 -12.5930 0.09
H -6.3893 -15.7354 -12.6009 0.10
C -2.6100 -19.4199 -15.1696 -0.06
C -2.8166 -18.5013 -16.3549 -0.49
C -3.4726 -17.1889 -15.9470 -0.07
O -1.5280 -18.2656 -16.9241 -0.05
H -1.9426 -20.2415 -15.4361 0.08
H -3.5541 -19.8628 -14.8513 0.08
H -2.1562 -18.8718 -14.3437 0.08
H -3.4626 -18.9898 -17.0947 0.13
H -4.4561 -17.3477 -15.5045 0.07
H -3.6303 -16.5719 -16.8416 0.07
H -2.8515 -16.6302 -15.2454 0.08
H -1.5893 -17.5081 -17.5140 0.08
C -5.4331 -12.1535 -19.9638 -0.15
O -4.0206 -12.3436 -19.9691 -0.13
H -5.7049 -11.1399 -20.2754 0.08
H -5.8762 -12.8645 -20.6540 0.08
H -5.8590 -12.3265 -18.9692 0.06
H -3.6408 -11.7070 -19.3576 0.07
C -5.3701 -14.0411 -15.8255 -0.10
O -6.7202 -13.7332 -15.4603 -0.17
H -5.0224 -13.2939 -16.5384 0.07
H -4.7247 -14.1156 -14.9531 0.10
H -5.3138 -14.9854 -16.3852 0.06
H -6.9099 -14.2014 -14.6297 0.05
C -7.0906 -17.2940 -17.0243 -0.19
O -8.4705 -17.0207 -17.0265 -0.13
H -6.9433 -18.3731 -16.9167 0.08
H -6.5828 -16.9588 -17.9325 0.09
H -6.5881 -16.8544 -16.1478 0.05
H -8.5264 -16.1204 -17.3901 0.02
C -2.0840 -13.7979 -16.7482 -0.18
O -1.6267 -14.4538 -15.5818 -0.12
H -1.2941 -13.4866 -17.4406 0.08
H -2.8467 -14.3586 -17.3045 0.06
H -2.5911 -12.8646 -16.4856 0.08
H -1.2191 -15.2848 -15.8391 0.06
C -8.2005 -10.8866 -16.2013 -0.18
O -7.0227 -10.8710 -15.4299 -0.12
H -8.6442 -9.8929 -16.2136 0.08
H -8.0175 -11.1559 -17.2544 0.07
H -8.9481 -11.5878 -15.8062 0.07
H -6.6772 -11.7743 -15.4332 0.03
O -8.0765 -14.3844 -17.7318 -0.05
H -7.6596 -14.1725 -16.8750 0.01
H -8.7777 -13.7381 -17.8518 0.06

---

Run 3
57
Properties=species:S:1:pos:R:3:lowdin_charge:R:1 method="wB97M-V/def2-TZVPD" multiplicity=1 smiles=CCO.CCO.CCO.CCO.CCO.CO.O.O homo_lumo_gap_ev=10.2 total_charge=0 homo_energy_ev=-9.798
C -3.2518 1.5873 0.2962 -0.07
C -3.5519 1.7402 -1.1883 -0.28
O -3.9841 0.4606 -1.6761 -0.09
H -3.2845 2.5481 0.8094 0.08
H -2.2792 1.1253 0.4685 0.06
H -4.0029 0.9476 0.7674 0.08
H -2.6143 1.9850 -1.6959 0.10
H -4.2945 2.5240 -1.3406 0.11
H -3.9556 0.4743 -2.6375 0.10
C 3.8863 0.5701 -0.1624 -0.09
C 5.0473 1.5105 -0.2322 -0.33
O 6.2128 1.0098 0.3993 -0.07
H 4.0657 -0.3598 -0.7129 0.08
H 2.9791 1.0246 -0.5526 0.04
H 3.6981 0.2642 0.8689 0.07
H 4.7867 2.4628 0.2407 0.12
H 5.2323 1.8220 -1.2712 0.12
H 6.7027 0.4873 -0.2403 0.08
C 0.0520 4.8443 -1.8343 -0.08
C 0.1473 3.3435 -2.0789 -0.31
O 1.5192 2.9094 -1.9834 -0.08
H 0.4994 5.4334 -2.6283 0.07
H 0.4473 5.0890 -0.8512 0.08
H -1.0204 5.0775 -1.7926 0.07
H -0.2888 3.0855 -3.0482 0.11
H -0.3964 2.8294 -1.2786 0.09
H 1.4822 2.0101 -1.6485 0.04
C -3.6280 -3.1524 -0.0241 -0.07
C -2.4844 -2.2082 0.3026 -0.29
O -2.0713 -1.5213 -0.8875 -0.11
H -3.2783 -3.8557 -0.7809 0.08
H -4.4846 -2.5895 -0.3935 0.08
H -3.9402 -3.7300 0.8483 0.08
H -1.6378 -2.7664 0.6929 0.10
H -2.8237 -1.4787 1.0443 0.11
H -2.8450 -1.0034 -1.1596 0.05
C 0.9870 -3.2060 2.5396 -0.08
C -0.1568 -2.5900 3.3054 -0.30
O -0.4141 -1.2620 2.8260 -0.10
H 0.6512 -3.5219 1.5466 0.06
H 1.2645 -4.1453 3.0254 0.08
H 1.8359 -2.5366 2.4570 0.08
H 0.0844 -2.5516 4.3755 0.11
H -1.0690 -3.1937 3.2487 0.11
H -0.7477 -0.7479 3.5652 0.10
C 1.2967 -2.6111 -1.4433 -0.17
O 0.0482 -3.0670 -1.9307 -0.13
H 2.0462 -3.3683 -1.6764 0.08
H 1.5977 -1.6798 -1.9356 0.07
H 1.2952 -2.4679 -0.3598 0.05
H -0.6351 -2.4332 -1.6679 0.02
O 1.6257 2.1975 2.0262 -0.07
H 2.0245 1.5866 2.6510 0.03
H 1.2891 1.6237 1.3205 -0.02
O 0.4443 0.0343 0.5226 -0.06
H 0.0652 -0.5700 1.1815 0.01
H -0.1739 0.0101 -0.2161 0.03

---

Stability ranking, top entry: run 3; the second entry is 0.0174 hartree less favorable.

---

Run 1
12
Properties=species:S:1:pos:R:3:lowdin_charge:R:1 method="wB97M-V/def2-TZVPD" multiplicity=1 homo_lumo_gap_ev=9.2 total_charge=0 homo_energy_ev=-8.675
H -0.1726 1.8654 1.8340 -0.03
N -1.1513 1.6628 1.6004 0.12
C -1.2258 0.7599 0.7359 -0.24
N -0.1686 0.0784 0.0778 -0.04
C -0.4265 -0.9343 -0.8925 -0.01
C 0.7857 -1.3402 -1.2890 -0.08
O 1.7521 -0.6522 -0.6369 0.01
C 1.1671 0.2235 0.1990 -0.82
S 2.0386 1.2377 1.1764 0.69
H -2.2698 0.3881 0.3999 0.14
H -1.4360 -1.2434 -1.2084 0.14
H 1.1072 -2.0459 -1.9966 0.12

---

Run 2
12
Properties=species:S:1:pos:R:3:lowdin_charge:R:1 method="wB97M-V/def2-TZVPD" multiplicity=1 smiles=Oc1cnc(S)cn1 homo_lumo_gap_ev=8.6 total_charge=0 homo_energy_ev=-8.607
O 2.5190 -0.0884 -1.5322 -0.02
C 1.2191 -0.0767 -0.8333 -0.17
C 0.0939 -1.0202 -0.9675 -0.08
N -1.0355 -0.6922 -0.3926 0.05
C -1.0750 0.3066 0.4553 -0.67
S -2.6153 0.9193 1.1605 0.76
C 0.1030 0.6422 1.1150 -0.28
N 1.1086 0.4858 0.4713 0.10
H 3.1302 0.5114 -0.9622 0.14
H 0.0547 -1.9311 -1.6257 0.13
H -3.5235 -0.0103 0.7637 -0.13
H 0.0208 0.9537 2.3476 0.18

---

Stability ranking, top entry: run 1; the second entry is 0.0676 hartree less favorable.

---

Run 1
12
Properties=species:S:1:pos:R:3:lowdin_charge:R:1 method="wB97M-V/def2-TZVPD" multiplicity=1 smiles="Cc1ncc(=S)on1" homo_lumo_gap_ev=8.0 total_charge=0 homo_energy_ev=-9.268
C -2.1051 -0.2165 -0.0048 -0.03
C -0.6203 -0.2120 -0.0095 -0.39
N -0.0109 1.0548 -0.0001 0.16
C 1.2707 1.0402 -0.0026 -0.12
C 2.0739 -0.1801 0.0018 -0.82
S 3.7029 -0.2056 -0.0035 0.75
O 1.3692 -1.3238 0.0028 -0.07
N -0.0298 -1.3498 -0.0022 0.15
H -2.4965 -1.2217 -0.0162 0.07
H -2.4572 0.3341 0.9134 0.10
H -2.5055 0.3255 -0.8680 0.09
H 1.8085 1.9550 -0.0112 0.10

---

Run 2
12
Properties=species:S:1:pos:R:3:lowdin_charge:R:1 method="wB97M-V/def2-TZVPD" multiplicity=1 smiles=N#CC(O)(C#N)CS homo_lumo_gap_ev=9.9 total_charge=0 homo_energy_ev=-10.057
N 0.2542 2.6936 -0.4496 0.15
C 0.0313 1.5211 -0.1164 -0.14
C 0.3772 0.0573 0.3224 -0.63
O 0.4430 -0.0880 1.6375 -0.01
C 1.7871 -0.3128 -0.4389 -0.09
N 2.6445 -1.0012 -0.8532 0.14
C -0.7059 -0.8942 -0.1730 -0.52
S -2.4486 -0.2990 -0.2388 0.70
H 0.9221 0.7591 2.1620 0.25
H -0.5867 -1.7273 0.5734 0.10
H -0.3659 -1.4152 -1.2086 0.14
H -2.3523 0.7065 -1.2170 -0.10

---

Run 3
12
Properties=species:S:1:pos:R:3:lowdin_charge:R:1 method="wB97M-V/def2-TZVPD" multiplicity=1 homo_lumo_gap_ev=8.2 total_charge=0 homo_energy_ev=-8.666
O 2.7369 0.1340 0.1259 0.07
C 1.6238 -0.6073 -0.0291 -0.07
C 0.3855 -0.0623 -0.0410 -0.29
C 0.0455 1.3210 -0.0258 -0.09
N -1.2571 1.4788 -0.0120 0.07
C -1.7075 0.1356 0.0193 -0.76
S -3.5034 -0.0960 0.0586 0.75
N -0.8322 -0.8061 -0.0711 0.08
H 3.4735 -0.4471 0.1007 0.09
H 1.7500 -1.7252 -0.0788 0.15
H 0.7559 2.1295 -0.0876 0.12
H -3.4709 -1.4549 0.0408 -0.13

---

Stability ranking, top entry: run 3; the second entry is 0.0430 hartree less favorable.